A cluster of 11 separate species, C57H168N24O17P8S3 in total, computed with ωB97M-V with the def2-TZVPD basis set.

```
! wB97M-V def2-TZVPD RIJCOSX def2/J DEFGRID3
* xyz 0 1
S -1.9450 7.5368 -3.4041
S -6.4531 -1.9804 4.8284
S -3.6735 -5.4802 1.2552
P -0.4233 -1.4743 -0.6856
P 0.7638 -7.7457 -4.1080
P 5.8719 4.7848 1.4288
P 0.1178 3.9617 5.6845
P 1.6450 -4.5519 4.5136
P -5.2210 3.1178 -0.8723
P -0.8729 0.9033 -6.7553
P 5.8409 -1.0105 -1.0217
O -6.4894 -3.4387 5.1415
O -4.5135 -6.6684 0.8808
O 6.8578 -1.9072 -1.6037
O -2.0154 5.8962 -3.1896
O -4.9282 -1.4000 5.1037
O 0.2380 -9.1264 -3.7478
O 1.4359 3.2743 5.4497
O -3.6831 -5.0360 2.6076
O -3.9716 2.3418 -0.9041
O 0.3402 -5.2708 4.4422
O 0.4735 -2.6155 -0.2590
O -3.2905 7.9568 -3.8475
O -0.7638 7.9090 -4.2002
O 6.2680 4.4053 0.0260
O -4.0429 -4.1525 0.3754
O -7.3855 -1.0987 5.4183
O -0.2262 2.2070 -6.6111
N -1.3003 0.4614 -8.3637
N 6.0780 6.4645 1.8809
N -5.8019 3.5809 -2.4428
N 1.5722 -6.8833 -2.8380
N -5.0968 4.5645 0.0125
N 0.4679 -0.0835 -1.1451
N 6.0203 0.6325 -1.4420
N 4.1858 4.5160 1.5512
N -1.5523 -0.9911 0.4581
N -6.5997 2.3824 -0.1674
N 5.8109 -0.9163 0.6707
N 6.6101 3.9106 2.6944
N 1.9225 -7.8850 -5.4014
N -2.3424 0.9127 -5.8710
N 1.4027 -2.8949 4.6819
N 2.6740 -4.9464 5.8350
N 2.5693 -4.7093 3.1274
N -0.3403 -6.6436 -4.6773
N 4.2012 -1.4238 -1.4684
N -1.3773 -1.8299 -2.0386
N 0.0189 -0.4516 -6.1534
N -0.1563 4.2242 7.3553
N -0.0895 5.4995 4.9689
N -1.2240 3.0882 5.0753
C 0.7976 -2.2942 5.8614
C 5.3425 7.1584 2.9564
C 5.0999 1.6220 -0.9064
C 6.2325 4.1096 4.1250
C 3.9790 -4.2298 2.9132
C 2.6020 -5.8511 -3.0320
C 6.8516 1.0653 -2.6224
C -1.4306 -3.2239 -2.5404
C 7.0961 -0.8351 1.2949
C -3.4483 0.0841 -6.2495
C 1.3486 0.5511 -0.2530
C -2.2040 0.3231 0.4221
C -1.0642 5.2407 7.9313
C -1.4491 2.7733 3.7071
C -1.3624 6.1696 4.7114
C 3.5921 -2.7262 -0.9597
C -2.6186 1.8516 -4.7634
C -1.5625 -6.6948 -3.8839
C -4.4006 4.5853 1.2693
C 0.5411 0.4948 -2.4584
C 7.2928 7.1330 1.5229
C -0.6408 -1.7343 -5.9839
C -2.4101 -0.9370 -2.5268
C 2.0495 -5.3887 1.9668
C 3.1699 5.0201 0.6324
C -6.5364 2.4781 -3.1833
C -0.1379 -5.3955 -5.4236
C 1.0603 6.3306 4.7328
C 3.2681 -8.3715 -5.0782
C 2.2461 -5.9902 6.8060
C -1.7547 2.0521 5.9608
C 4.6649 -0.6424 1.5416
C -0.8066 5.2154 -2.9213
C 1.4030 -7.2099 -1.4030
C 1.5905 -8.3718 -6.7717
C -0.3866 -0.0979 -9.3249
C 7.2952 2.6678 2.5078
C 1.4908 -0.3062 -6.0725
C -6.5400 -1.5692 3.0313
C 3.9546 -1.2450 -2.8996
C 3.7337 3.2566 2.1761
C -2.0457 -5.6666 0.5350
C -5.4488 -3.9816 -0.0557
C -6.4630 1.2649 0.7669
C -5.0810 4.5432 -3.2967
C -5.9880 5.7020 -0.1882
C -1.6710 7.9623 -1.5965
C -3.1263 -3.0229 5.5619
C 0.1035 3.2033 8.3185
C -1.0162 4.3325 -1.7068
C -2.0264 -1.8296 1.5551
C -2.2060 1.4907 -8.9854
C -5.5301 -4.3453 -1.5013
C 3.9809 -4.3109 6.1204
C 1.2076 -2.1233 3.4298
C -3.7886 -2.0885 4.5745
C -7.9386 3.0749 -0.2122
H -3.9088 -3.5465 6.1111
H -1.7463 1.8835 -4.1106
H 7.9446 6.3876 1.0671
H 3.0014 3.4847 2.9505
H 7.6534 -1.7492 1.0902
H -3.0966 -0.7471 -6.8607
H 3.4452 5.9795 0.1943
H 3.3171 -5.9937 -2.2218
H 4.6789 -4.9779 3.2857
H 0.1051 -0.9813 -8.9176
H -7.4209 2.0639 -2.6994
H 0.4502 -2.5447 2.7687
H -3.9916 -2.5902 3.6283
H 2.1632 -2.1364 2.9055
H 6.6230 1.8335 2.3074
H -4.2077 4.0647 -3.7401
H 0.0785 -4.4835 -4.8673
H -1.4744 -2.7609 1.6818
H -2.1466 5.8931 5.4162
H -2.3432 0.7672 1.4078
H -2.7120 1.0197 -9.8282
H -5.0090 4.2868 2.1231
H 5.5840 8.2208 2.9229
H 0.1596 -0.1757 -3.2284
H -3.0641 -2.0880 1.3443
H -6.5748 -4.3047 -1.8098
H 2.5999 -2.8512 -1.3933
H -1.6913 3.5000 -1.9049
H 4.1927 -3.2864 3.4156
H -3.8495 -0.4674 -5.3992
H 1.7961 -6.8348 6.2843
H 3.1886 -9.4554 -4.9944
H 3.1140 4.3834 -0.2506
H -1.4065 -6.3633 1.0774
H 6.6820 5.0158 4.5311
H 1.8722 6.0669 5.4105
H -4.7621 5.3967 -2.6985
H 3.6735 -8.0410 -4.1219
H -0.9770 1.3510 6.2638
H 1.5046 -6.3050 2.1938
H 7.2453 2.0802 -2.5649
H -1.1606 -3.3016 -3.5935
H -2.9215 2.8232 -5.1538
H 1.9699 -0.8937 -5.2893
H 1.0855 1.6088 -0.2434
H 1.7497 0.7315 -5.8619
H 5.6529 6.7741 3.9280
H 0.3507 -1.3308 5.6160
H 1.4394 6.0480 3.7507
H 0.7624 -5.6020 -6.0023
H 1.9445 -0.3753 -7.0612
H 4.2944 7.0716 2.6700
H 3.7355 -0.7687 0.9863
H -3.2154 0.2305 0.0264
H -2.1071 5.0189 7.7044
H 1.4714 -2.2693 6.7178
H -3.0966 -1.2732 4.3634
H 1.1553 0.1960 0.7593
H 1.1977 -9.3812 -6.8943
H -2.1765 7.2808 -0.9123
H -6.6509 5.6694 0.6764
H 0.5876 3.7308 9.1403
H -0.9230 5.4384 8.9939
H -2.0814 -1.1849 2.4323
H -7.5774 -1.7116 2.7286
H -6.0440 -2.3172 2.4128
H -0.8494 3.4478 3.0960
H 0.0470 -2.4103 -5.4759
H 4.1833 -0.2416 -3.2587
H -6.1567 -4.5995 0.4966
H -1.1704 1.7480 3.4636
H 4.5652 -2.0024 -3.3911
H -6.5295 5.6923 -1.1341
H -2.0978 -5.8537 -0.5375
H 1.0074 -1.0747 3.6499
H 3.0263 -5.8913 -4.0352
H 4.4325 2.5867 2.6772
H 4.2360 -4.0691 1.8662
H 3.6512 -2.7530 0.1284
H 4.0200 -8.1596 -5.8384
H 6.2451 1.0699 -3.5280
H 2.2359 5.2050 1.1630
H -5.1995 -5.3603 -1.7214
H 7.7668 7.5167 2.4264
H -5.4567 6.6536 -0.2076
H -2.4323 -3.6452 4.9969
H -1.6014 2.2797 -9.4325
H -0.8102 2.7749 8.7305
H 2.3671 0.3006 -0.5495
H -0.6041 7.8377 -1.4113
H -0.7779 -2.2403 -6.9396
H 5.2869 2.6323 -1.2703
H 0.8118 -7.7665 -7.2358
H 1.4093 -4.6541 1.4782
H -1.4440 4.9112 -0.8881
H -5.0087 -3.6579 -2.1675
H -0.9392 -0.5374 -10.1554
H -8.3156 2.8654 -1.2133
H 4.8019 -1.3643 2.3467
H -5.6051 0.6106 0.6119
H 8.0137 2.4865 3.3071
H 2.1255 -4.8920 -2.8290
H -2.3613 2.4425 6.7779
H 1.3982 -5.6723 7.4128
H -1.5970 -4.6819 0.6661
H -0.4376 4.7587 -3.8396
H 4.1504 -3.3913 5.5604
H -2.4271 -3.6578 -2.4571
H -1.5826 -1.7051 -5.4359
H 4.0894 1.4023 -1.2509
H -1.1387 7.2342 4.6440
H -2.4912 2.8938 3.4113
H -6.4443 1.6457 1.7880
H -0.0507 -2.9075 6.1651
H -8.0181 4.0852 0.1889
H -4.2513 0.5538 -6.8176
H 7.0201 -0.7307 2.3772
H -3.5109 3.9624 1.1772
H -1.6515 0.9760 -0.2536
H 3.1155 2.6941 1.4764
H -0.0582 3.9827 -1.3223
H -7.3145 0.5846 0.7534
H -0.9559 -5.2624 -6.1315
H 7.6369 0.0346 0.9218
H -2.0714 -7.6530 -3.9888
H -2.0846 8.9698 -1.5518
H 7.8659 2.7667 1.5844
H -1.2400 -6.4997 -2.8612
H 0.3823 0.6370 -9.5634
H 5.1252 1.5511 0.1810
H 4.7852 -5.0340 5.9848
H 4.0377 -4.0508 7.1774
H 2.8714 -1.3584 -2.9434
H -3.5171 1.5359 -4.2332
H -2.4336 0.0525 -2.0701
H -2.8767 1.9562 -8.2632
H 6.7330 3.4142 4.7988
H -3.3684 -1.4526 -2.4640
H -2.0948 -5.7591 -4.0550
H -2.4980 1.5117 5.3747
H 4.5620 0.4088 1.8107
H -0.0096 1.4316 -2.5435
H -6.7956 2.7493 -4.2067
H 2.3964 -8.3336 -7.5046
H 2.8678 -5.5312 1.2610
H -5.6666 4.8882 -4.1489
H 0.0058 5.8699 -2.6055
H 2.3023 -7.7703 -1.1472
H -1.7475 5.9005 3.7279
H -2.1116 -0.8072 -3.5670
H 1.5515 0.6934 -2.8159
H 1.4436 -6.2536 -0.8816
H -5.7901 1.6913 -3.2934
H 5.1664 3.9019 4.2168
H -5.8073 -2.9569 0.0412
H -0.6869 -3.7728 -1.9627
H 4.1395 -3.6034 -1.3046
H 0.7953 7.3855 4.8050
H -2.5705 -2.4128 6.2738
H -4.0288 5.5793 1.5178
H 0.8387 2.5275 7.8816
H 7.7192 0.4191 -2.7559
H 3.0649 -6.2592 7.4732
H 0.4437 -7.6535 -1.1362
H 7.1893 7.9390 0.7965
H -0.8695 6.2409 7.5442
H -6.3774 -0.4984 2.9084
H -8.6467 2.5557 0.4336
*
```

Summary:
E_HOMO   -0.3047 Ha
SMILES string   CN(C)P(=O)(N(C)C)N(C)C.CN(C)P(=O)(N(C)C)N(C)C.CN(C)P(=O)(N(C)C)N(C)C.CN(C)P(=O)(N(C)C)N(C)C.CN(C)P(=O)(N(C)C)N(C)C.CN(C)P(=O)(N(C)C)N(C)C.CN(C)P(=O)(N(C)C)N(C)C.CN(C)P(=O)(N(C)C)N(C)C.CCOS(C)(=O)=O.CCOS(C)(=O)=O.CCOS(C)(=O)=O
HOMO-LUMO gap   8.189 eV
E_LUMO   -0.10 eV
Total energy   -8791.32867 hartree

These are the Löwdin partial charges, in e, on atoms 1 to 8:
1. S 0.70
2. S 0.66
3. S 0.65
4. P 0.62
5. P 0.61
6. P 0.64
7. P 0.61
8. P 0.55